[1]
DFT (ωB97M-V/def2-TZVPD) results for a cluster of 11 separate species, C45H65N11O5 in total.

CARTESIAN COORDINATES (ANGSTROEM)
C1 -0.44 0.91 -0.78
N1 -0.04 0.27 0.49
C2 0.07 -1.08 0.65
C3 0.25 -2.03 -0.47
O1 0.07 -1.40 1.82
H1 -0.63 1.96 -0.57
H2 -1.31 0.49 -1.28
H3 0.47 0.94 -1.38
H4 -0.05 0.86 1.31
H5 -0.52 -2.72 -0.81
H6 1.00 -2.79 -0.24
H7 0.72 -1.63 -1.37
C4 -9.63 2.86 -0.49
N2 -8.88 4.07 -0.77
C5 -7.78 4.03 -1.49
C6 -7.08 5.34 -1.89
O2 -7.25 2.97 -1.79
H8 -10.42 3.04 -1.21
H9 -10.05 2.88 0.52
H10 -9.11 1.91 -0.63
H11 -9.24 5.01 -0.79
H12 -6.02 5.15 -2.04
H13 -6.99 6.07 -1.08
H14 -7.35 5.70 -2.88
C7 2.69 -8.03 2.45
N3 1.53 -7.54 3.16
C8 1.57 -7.14 4.43
C9 0.20 -6.82 5.07
O3 2.63 -7.17 5.09
H15 3.67 -7.95 2.93
H16 2.71 -7.40 1.56
H17 2.61 -9.04 2.05
H18 0.72 -7.32 2.61
H19 -0.03 -5.76 5.10
H20 0.07 -7.22 6.07
H21 -0.53 -7.36 4.46
C10 6.49 -0.97 5.67
N4 7.14 -0.19 6.66
C11 7.93 -0.66 7.57
C12 8.53 0.37 8.57
O4 8.22 -1.80 7.60
H22 5.43 -0.71 5.58
H23 6.53 -2.05 5.83
H24 6.81 -0.89 4.63
H25 7.09 0.81 6.51
H26 9.58 0.09 8.56
H27 8.17 0.40 9.59
H28 8.48 1.40 8.22
C13 -2.94 4.80 -7.17
N5 -3.30 5.69 -8.32
C14 -3.45 6.99 -8.11
C15 -3.62 7.75 -9.40
O5 -3.45 7.58 -7.04
H29 -2.04 4.35 -7.59
H30 -3.88 4.29 -6.96
H31 -2.55 5.37 -6.32
H32 -3.33 5.36 -9.27
H33 -2.68 8.17 -9.75
H34 -4.31 8.58 -9.48
H35 -4.02 7.10 -10.18
C16 3.30 -3.96 10.56
C17 3.18 -4.51 11.89
C18 2.09 -4.22 12.66
N6 1.09 -3.43 12.15
C19 1.19 -3.03 10.85
C20 2.19 -3.28 9.99
H36 4.16 -4.27 9.99
H37 4.00 -5.10 12.26
H38 1.89 -4.73 13.59
H39 0.27 -2.68 10.39
H40 2.11 -3.09 8.93
C21 -6.92 3.07 5.29
C22 -5.65 2.56 5.25
C23 -5.21 1.85 6.41
N7 -5.95 1.62 7.53
C24 -7.23 2.17 7.56
C25 -7.70 2.94 6.48
H41 -7.34 3.52 4.41
H42 -5.12 2.58 4.31
H43 -4.31 1.24 6.40
H44 -7.84 2.20 8.45
H45 -8.76 3.16 6.49
C26 5.72 5.26 -8.11
C27 7.04 5.11 -7.72
C28 7.41 5.28 -6.38
N8 6.52 5.50 -5.35
C29 5.21 5.46 -5.75
C30 4.78 5.49 -7.08
H46 5.52 5.17 -9.17
H47 7.75 4.87 -8.49
H48 8.46 5.28 -6.12
H49 4.47 5.62 -4.97
H50 3.74 5.55 -7.37
C31 0.90 6.13 2.86
C32 1.86 6.11 1.83
C33 3.11 5.45 2.00
N9 3.46 4.89 3.22
C34 2.50 4.95 4.20
C35 1.29 5.56 4.05
H51 -0.04 6.62 2.69
H52 1.62 6.61 0.91
H53 3.79 5.17 1.21
H54 2.84 4.66 5.19
H55 0.60 5.43 4.87
C36 -5.88 -4.21 -8.67
C37 -5.80 -4.06 -7.25
C38 -4.70 -4.60 -6.59
N10 -3.78 -5.32 -7.23
C39 -3.96 -5.54 -8.58
C40 -5.01 -4.95 -9.33
H56 -6.73 -3.75 -9.16
H57 -6.59 -3.65 -6.65
H58 -4.55 -4.42 -5.53
H59 -3.28 -6.32 -8.87
H60 -5.11 -5.10 -10.40
C41 4.82 -8.07 -6.71
C42 5.05 -6.95 -7.48
C43 4.12 -5.91 -7.37
N11 3.05 -5.85 -6.55
C44 2.86 -6.99 -5.81
C45 3.69 -8.09 -5.95
H61 5.58 -8.84 -6.75
H62 5.97 -6.91 -8.03
H63 4.43 -4.99 -7.85
H64 1.92 -7.15 -5.31
H65 3.43 -8.99 -5.42

As for the SMILES: CNC(C)=O.CNC(C)=O.CNC(C)=O.CNC(C)=O.CNC(C)=O.c1ccncc1.c1ccncc1.c1ccncc1.c1ccncc1.c1ccncc1.c1ccncc1. For the LUMO energy, the calculation gives 0.27 eV. Its HOMO-LUMO gap is 9.513 eV. Its largest force on an atom is 4.1 eV Å⁻¹.

[2]
DFT (ωB97M-V/def2-TZVPD) results for a cluster of 8 separate species, C45H66ClN2O26P in total.

CARTESIAN COORDINATES (ANGSTROEM)
C1 -4.88 0.07 -4.28
C2 -4.50 -0.67 -3.01
C3 -3.22 -1.75 -2.97
C4 -1.83 -1.09 -2.42
P1 -0.62 -1.53 -3.88
O1 0.87 -1.06 -3.63
O2 -1.16 -0.70 -5.36
O3 -0.69 -3.24 -4.26
C5 -1.81 0.55 -2.46
O4 -2.10 1.44 -3.41
N1 -1.30 0.92 -1.06
C6 -0.54 -0.15 -0.25
C7 -1.02 0.28 1.29
C8 -0.79 1.86 1.64
C9 1.09 0.02 -0.55
Cl1 2.10 0.09 1.05
C10 1.45 1.29 -1.52
C11 1.37 2.77 -0.81
C12 -1.29 -1.51 -0.89
O5 -0.39 -2.66 -1.26
C13 -2.38 -2.30 0.06
C14 -2.06 -3.67 0.87
C15 -3.18 -4.34 1.80
N2 -4.60 -3.97 2.06
C16 -4.85 -2.71 1.30
C17 -3.91 -1.82 0.36
H1 -4.42 -0.26 -5.32
H2 -5.58 1.03 -4.21
H3 -5.20 -0.46 -2.08
H4 -3.57 -2.73 -2.43
H5 -3.06 -2.05 -4.11
H6 -0.84 -1.24 -6.16
H7 -1.16 -3.77 -3.54
H8 -2.23 0.91 -0.55
H9 -2.19 0.08 1.46
H10 -0.49 -0.38 2.12
H11 0.33 2.20 1.71
H12 -1.24 2.02 2.74
H13 -1.38 2.62 0.95
H14 1.54 -0.93 -1.11
H15 2.59 1.15 -1.84
H16 0.85 1.33 -2.54
H17 1.78 3.55 -1.61
H18 0.23 3.09 -0.64
H19 2.03 2.89 0.14
H20 0.23 -2.78 -0.47
H21 -0.99 -4.17 0.79
H22 -2.84 -5.32 2.39
H23 -5.97 -2.30 1.43
H24 -4.32 -0.83 -0.12
C18 -0.28 3.07 -8.79
C19 -0.55 1.65 -9.22
C20 -2.01 1.28 -9.24
O6 -1.97 -0.12 -9.06
C21 -0.82 -0.39 -8.36
O7 -0.55 -1.47 -7.87
O8 -0.03 0.72 -8.29
H25 0.77 3.19 -8.51
H26 -0.52 3.78 -9.59
H27 -0.87 3.34 -7.91
H28 -0.08 1.45 -10.19
H29 -2.50 1.54 -10.18
H30 -2.57 1.71 -8.40
C22 2.11 1.75 5.30
C23 0.78 2.14 5.91
C24 0.31 1.20 6.99
O9 -1.10 1.38 6.95
C25 -1.40 1.75 5.67
O10 -2.53 1.82 5.22
O11 -0.27 2.04 4.96
H31 2.25 2.27 4.35
H32 2.94 2.00 5.97
H33 2.15 0.68 5.08
H34 0.81 3.17 6.27
H35 0.71 1.45 7.97
H36 0.52 0.15 6.77
C26 -0.04 -7.79 4.89
C27 0.00 -6.41 4.27
C28 0.80 -6.33 3.01
O12 1.19 -4.97 2.98
C29 1.23 -4.56 4.29
O13 1.71 -3.50 4.66
O14 0.68 -5.50 5.12
H37 -0.37 -7.74 5.94
H38 -0.73 -8.44 4.34
H39 0.95 -8.26 4.90
H40 -1.02 -6.03 4.13
H41 0.21 -6.59 2.12
H42 1.71 -6.94 3.03
C30 3.53 -1.14 -6.63
C31 3.57 0.25 -7.25
C32 4.38 0.32 -8.51
O15 4.76 1.69 -8.54
C33 4.81 2.10 -7.23
O16 5.28 3.16 -6.86
O17 4.26 1.16 -6.41
H43 3.21 -1.08 -5.58
H44 2.85 -1.79 -7.18
H45 4.52 -1.60 -6.62
H46 2.55 0.63 -7.39
H47 3.79 0.07 -9.40
H48 5.28 -0.29 -8.49
C34 -2.99 4.93 5.97
C35 -2.35 6.29 5.71
C36 -1.54 6.35 4.45
O18 -0.63 7.39 4.73
C37 -0.46 7.40 6.09
O19 0.39 8.04 6.68
O20 -1.38 6.59 6.70
H49 -3.30 4.85 7.01
H50 -3.86 4.78 5.32
H51 -2.28 4.12 5.78
H52 -3.12 7.07 5.74
H53 -2.15 6.59 3.57
H54 -0.97 5.44 4.25
C38 -3.91 0.25 7.92
C39 -3.54 -1.20 8.16
C40 -4.50 -2.18 7.54
O21 -4.33 -3.32 8.35
C41 -3.94 -2.87 9.58
O22 -3.88 -3.55 10.59
O23 -3.63 -1.53 9.53
H55 -3.37 0.90 8.63
H56 -3.66 0.56 6.90
H57 -4.98 0.42 8.09
H58 -2.51 -1.39 7.84
H59 -4.25 -2.40 6.50
H60 -5.55 -1.87 7.60
C42 7.76 1.59 -4.66
C43 7.33 0.40 -3.83
C44 6.99 0.74 -2.41
O24 7.23 -0.49 -1.74
C45 8.19 -1.14 -2.46
O25 8.78 -2.14 -2.09
O26 8.41 -0.51 -3.66
H61 8.28 1.26 -5.57
H62 6.89 2.20 -4.95
H63 8.46 2.23 -4.11
H64 6.52 -0.14 -4.33
H65 5.95 1.05 -2.29
H66 7.64 1.50 -1.97

As for the SMILES: C=CC[C@@]1(P(=O)(O)O)C(=O)N[C@](CC)([C@H](Cl)CC)[C@@]1(O)c1ccncc1.C[C@@H]1COC(=O)O1.C[C@@H]1COC(=O)O1.C[C@@H]1COC(=O)O1.C[C@@H]1COC(=O)O1.C[C@@H]1COC(=O)O1.C[C@@H]1COC(=O)O1.C[C@@H]1COC(=O)O1. For the LUMO energy, the calculation gives -0.92 eV. Its HOMO-LUMO gap is 8.592 eV. Its largest force on an atom is 8.9 eV Å⁻¹.

[3]
DFT (ωB97M-V/def2-TZVPD) results for a cluster of 11 separate species, C45H67BN10O in total.

CARTESIAN COORDINATES (ANGSTROEM)
C1 -0.23 2.31 -2.08
C2 -0.11 1.14 -1.28
C3 0.84 1.40 -0.01
C4 0.74 0.24 1.04
C5 -0.69 -0.06 1.47
C6 -1.55 -0.37 0.22
N1 -1.37 0.53 -0.82
O1 -2.35 0.73 -1.66
C7 -3.09 -0.18 0.79
C8 -1.54 -1.82 -0.32
C9 0.56 0.06 -2.23
H1 -0.67 3.13 -1.50
H2 -0.70 2.32 -2.82
H3 0.82 2.51 -2.54
H4 0.53 2.22 0.55
H5 1.85 1.46 -0.43
H6 1.47 0.60 1.85
H7 1.34 -0.72 0.74
H8 -0.84 0.92 2.06
H9 -0.77 -0.86 2.09
H10 -3.78 -0.76 -0.11
H11 -3.29 0.79 0.85
H12 -3.24 -0.49 1.87
H13 -0.50 -2.13 -0.32
H14 -1.92 -1.95 -1.16
H15 -1.94 -2.39 0.35
H16 -0.10 -0.37 -3.07
H17 1.01 -0.73 -1.69
H18 1.54 0.56 -2.52
B1 -0.98 5.05 1.15
H19 -1.44 6.02 1.69
H20 -1.82 4.06 0.90
H21 -0.44 5.45 0.20
H22 -0.14 4.52 1.83
N2 0.95 0.49 4.78
C10 1.29 -0.88 4.74
C11 0.04 -1.68 4.91
C12 -1.03 -0.61 5.38
C13 -0.31 0.78 5.21
H23 1.52 1.27 4.37
H24 2.20 -1.31 4.34
H25 -0.08 -2.78 4.86
H26 -1.82 -0.91 5.95
H27 -0.36 1.62 5.52
N3 -0.60 -5.74 1.39
C14 0.35 -6.36 0.73
C15 1.68 -5.67 0.93
C16 1.21 -4.28 1.55
C17 -0.27 -4.45 1.90
H28 -1.42 -6.21 1.54
H29 0.34 -7.45 0.25
H30 2.68 -6.11 0.76
H31 1.81 -3.33 1.96
H32 -0.94 -3.91 2.42
N4 2.47 3.58 -4.24
C18 1.39 4.11 -5.00
C19 0.80 2.90 -5.84
C20 1.66 1.73 -5.63
C21 2.89 2.29 -4.78
H33 3.04 4.05 -3.65
H34 1.08 5.11 -4.95
H35 -0.04 2.89 -6.39
H36 1.48 0.72 -5.94
H37 3.64 1.70 -4.29
N5 1.72 -3.26 -3.43
C22 1.86 -3.58 -2.08
C23 3.09 -2.96 -1.64
C24 3.70 -2.24 -2.69
C25 2.79 -2.49 -3.89
H38 0.95 -3.64 -3.98
H39 1.09 -4.17 -1.53
H40 3.53 -3.20 -0.60
H41 4.57 -1.67 -2.74
H42 2.80 -2.06 -5.00
N6 2.95 3.15 4.29
C26 3.86 2.31 4.99
C27 4.31 1.38 3.83
C28 3.69 1.69 2.56
C29 2.82 2.95 2.96
H43 2.32 3.82 4.73
H44 4.18 2.19 5.91
H45 4.87 0.40 3.92
H46 3.64 1.05 1.57
H47 2.11 3.69 2.28
N7 3.43 5.45 -2.00
C30 4.65 5.35 -2.60
C31 5.08 4.00 -2.19
C32 4.02 3.36 -1.34
C33 2.95 4.40 -1.32
H48 2.92 6.11 -1.88
H49 5.14 6.12 -3.04
H50 5.90 3.53 -2.47
H51 4.31 2.32 -0.88
H52 1.91 4.42 -0.99
N8 -0.54 -4.39 -5.04
C34 -1.05 -3.26 -4.53
C35 -0.61 -2.11 -5.50
C36 0.18 -2.77 -6.60
C37 0.13 -4.20 -6.24
H53 -0.68 -5.50 -4.44
H54 -1.78 -3.32 -3.57
H55 -0.91 -1.07 -5.38
H56 0.63 -2.35 -7.46
H57 0.47 -5.03 -6.94
N9 -4.80 4.23 4.73
C38 -4.68 3.08 5.53
C39 -3.40 2.37 5.11
C40 -2.87 3.09 3.91
C41 -3.79 4.24 3.68
H58 -5.58 4.80 4.85
H59 -5.51 2.98 6.33
H60 -3.04 1.58 5.73
H61 -1.98 2.95 3.44
H62 -3.80 5.23 3.11
N10 -6.25 -4.72 2.14
C42 -5.46 -3.56 1.94
C43 -5.22 -3.64 0.40
C44 -6.01 -4.78 -0.12
C45 -6.64 -5.32 1.02
H63 -6.86 -5.00 2.97
H64 -5.31 -3.05 2.64
H65 -4.76 -2.72 -0.12
H66 -6.29 -4.94 -1.03
H67 -7.59 -6.03 0.86

For the LUMO energy, the calculation gives -3.12 eV. Its HOMO-LUMO gap is 4.090 eV. Its largest force on an atom is 19.7 eV Å⁻¹.

Ordered relative energy (zero: lowest compared OMol25 entry of this formula, charge and spin) results: 427.9; 827.9; 647.8; unit kJ/mol.